Here is a molecular structure, C3H4F8MgNO5S2 from the Open Molecules 2025 dataset. Energies are from the ωB97M-V functional and the def2-TZVPD basis.

Its relative energy (zero: lowest compared OMol25 entry of this formula, charge and spin) is 1.569 eV. For the calculated total energy, the calculation gives -2343.2375 hartree. As for the spin multiplicity: 1. Its charge is -1. Its HOMO energy is -6.9 eV. Its gap between HOMO and LUMO is 9.6 eV.

Each line ends with the Löwdin charge.
Atoms and positions in Å:
Mg1 20.5665 -12.8570 7.3854  0.583
C1 23.9654 -14.5069 7.9213  -0.652
F1 25.0070 -15.3442 7.9882  0.140
F2 23.8466 -13.9725 9.0864  0.180
F3 24.1542 -13.5204 6.9823  0.088
S1 22.3467 -15.3938 7.4937  0.711
O1 22.8079 -16.6644 6.9761  -0.285
O2 21.5380 -15.4374 8.6796  -0.261
N1 21.5567 -14.1730 6.4927  -0.344
S2 22.0580 -14.5308 5.0157  0.648
O3 21.7515 -13.3597 4.1979  -0.312
O4 23.4280 -15.0931 4.8552  -0.301
C2 20.7567 -15.9296 4.4783  -0.575
F4 21.0365 -16.2539 3.2006  0.110
F5 20.9056 -17.0464 5.1794  0.130
F6 19.4590 -15.4824 4.6020  0.098
F7 18.9345 -13.1805 8.3233  -0.561
F8 21.7905 -11.8723 8.6077  -0.547
C3 20.0371 -9.9703 6.5178  -0.108
O5 20.0800 -11.3427 6.2514  -0.145
H1 19.1584 -9.5210 6.0551  0.090
H2 19.7179 -9.8278 7.5502  0.096
H3 21.0048 -9.4926 6.3644  0.100
H4 19.6777 -11.5028 5.3945  0.116

=====

Here is a single C3H9OP molecule from the Open Molecules 2025 dataset. Energies are from the ωB97M-V functional and the def2-TZVPD basis.

Its relative energy (zero: lowest compared OMol25 entry of this formula, charge and spin) is 4.616 eV. For the calculated total energy, the calculation gives -536.1349 hartree. As for the spin multiplicity: 1. As for the SMILES: C[PH2]=C(C)O. Its HOMO energy is -7.0 eV. Its gap between HOMO and LUMO is 7.7 eV.

Each line ends with the Löwdin charge.
Atoms and positions in Å:
C1 -1.2989 0.2475 -1.2504  -0.185
C2 1.0350 1.2582 1.3764  -0.259
C3 -0.0427 -0.6181 -1.0889  -0.481
O1 -0.2338 -1.9794 -1.4728  -0.137
P1 0.5723 -0.4383 0.7408  0.855
H1 -1.5684 0.6812 -0.2942  0.035
H2 -2.1897 -0.2679 -1.5929  0.060
H3 -1.0238 1.0802 -1.9282  0.068
H4 0.9365 1.8042 0.4800  0.021
H5 1.9552 1.1975 1.8540  0.012
H6 0.2817 1.6284 2.0258  0.022
H7 -1.0001 -2.4796 -1.2072  0.067
H8 1.8730 -0.7519 0.4374  -0.043
H9 0.7037 -1.3619 1.9203  -0.034

=====

Here is a single C18H33NO4 molecule from the Open Molecules 2025 dataset. Energies are from the ωB97M-V functional and the def2-TZVPD basis.

Its relative energy (zero: lowest compared OMol25 entry of this formula, charge and spin) is 0.168 eV. For the calculated total energy, the calculation gives -1061.3711 hartree. As for the spin multiplicity: 1. As for the SMILES: COCCOCCOCCC(=O)N[C@H]1C[C@H]2CC[C@]1(C)C2(C)C. Its HOMO energy is -9.1 eV. Its gap between HOMO and LUMO is 9.8 eV.

Each line ends with the Löwdin charge.
Atoms and positions in Å:
C1 5.5391 -3.0036 0.1925  -0.105
H1 4.4654 -3.2074 0.1371  0.078
O1 6.0972 -3.4650 1.4000  -0.183
C2 5.6462 -2.7886 2.5433  -0.199
C3 4.1837 -3.0753 2.9072  -0.191
O2 3.3475 -2.1290 2.2777  -0.176
C4 1.9837 -2.2981 2.5900  -0.187
C5 1.1720 -1.1280 2.0246  -0.176
O3 0.8227 -1.2865 0.6706  -0.171
C6 1.8732 -1.0517 -0.2619  -0.182
C7 2.0691 0.4290 -0.6032  -0.058
C8 0.9372 1.0407 -1.4279  -0.490
O4 1.1485 1.8006 -2.3519  0.056
N1 -0.2896 0.6836 -1.0094  0.120
H2 -0.3585 -0.0209 -0.2879  0.114
C9 -1.5028 1.1078 -1.6587  -0.227
H3 -1.1731 1.6168 -2.5686  0.144
C10 -2.4586 -0.0682 -1.9513  -0.072
H4 -2.6209 -0.2026 -3.0197  0.114
H5 -2.0604 -1.0042 -1.5578  0.116
C11 -3.7453 0.3449 -1.2299  -0.241
H6 -4.6294 -0.1958 -1.5656  0.147
C12 -3.4751 0.2120 0.2756  -0.124
H7 -4.4004 0.2563 0.8496  0.107
H8 -2.9944 -0.7392 0.5056  0.108
C13 -2.5566 1.4126 0.5729  -0.111
H9 -1.6041 1.1153 1.0081  0.106
H10 -3.0182 2.1140 1.2678  0.113
C14 -2.3719 2.0720 -0.8049  -0.398
C15 -1.8134 3.4793 -0.7477  -0.004
H11 -0.8106 3.4628 -0.3259  0.087
H12 -1.7502 3.9060 -1.7455  0.087
H13 -2.4387 4.1200 -0.1296  0.082
C16 -3.7716 1.8719 -1.4428  -0.453
C17 -3.8787 2.2938 -2.9089  -0.021
H14 -4.8139 1.9235 -3.3253  0.090
H15 -3.0664 1.9246 -3.5231  0.076
H16 -3.8865 3.3792 -2.9798  0.086
C18 -4.9159 2.5759 -0.7118  -0.023
H17 -4.8111 3.6540 -0.8115  0.085
H18 -5.8635 2.2872 -1.1629  0.089
H19 -4.9628 2.3368 0.3439  0.073
H20 2.9926 0.5466 -1.1705  0.124
H21 2.1671 1.0117 0.3165  0.121
H22 2.8085 -1.4607 0.1293  0.101
H23 1.5890 -1.6058 -1.1609  0.137
H24 0.2215 -1.0676 2.5611  0.130
H25 1.7369 -0.2020 2.1852  0.130
H26 1.8557 -2.3279 3.6831  0.128
H27 1.6063 -3.2433 2.1717  0.139
H28 4.0542 -3.0078 3.9981  0.126
H29 3.9200 -4.0955 2.5921  0.137
H30 6.2935 -3.1360 3.3511  0.126
H31 5.7618 -1.7016 2.4235  0.130
H32 6.0494 -3.5409 -0.6045  0.091
H33 5.7005 -1.9260 0.0712  0.094

=====

Here is a molecular structure, BrH6O3Zn from the Open Molecules 2025 dataset. Energies are from the ωB97M-V functional and the def2-TZVPD basis.

Its relative energy (zero: lowest compared OMol25 entry of this formula, charge and spin) is 0.457 eV. For the calculated total energy, the calculation gives -4582.2833 hartree. As for the spin multiplicity: 1. Its charge is +1. Its HOMO energy is -14.4 eV. Its gap between HOMO and LUMO is 4.8 eV.

Each line ends with the Löwdin charge.
Atoms and positions in Å:
Zn1 2.5307 2.8879 0.0272  1.038
Br1 1.4832 0.7381 -0.8142  0.299
O1 -1.5315 -0.6705 -1.1149  -0.018
H1 -1.5254 -1.4986 -0.6261  0.066
H2 -0.6568 -0.4431 -1.2995  -0.106
O2 0.7915 -2.0363 0.8991  -0.060
H3 0.9591 -1.3485 0.2593  -0.123
H4 1.6253 -2.0215 1.3739  0.043
O3 -1.3091 1.8437 0.3680  -0.061
H5 -1.2377 1.3401 1.1726  0.041
H6 -1.1291 1.2087 -0.2453  -0.119